[1]
Density functional theory data (the ωB97M-V functional and the def2-TZVPD basis) for a molecular structure, C4H12BrMnO4.

Cartesian coordinates (Å):
Mn -17.547 -13.507 -2.180
Br -16.491 -11.991 -3.897
C -12.586 -9.542 -2.499
C -13.546 -9.768 -3.716
O -14.810 -9.190 -3.530
O -12.156 -8.194 -2.286
H -11.750 -10.197 -2.743
H -13.018 -9.896 -1.562
H -13.560 -10.845 -3.880
H -13.047 -9.435 -4.627
H -15.372 -9.959 -3.651
H -11.264 -8.208 -1.931
C -14.624 -10.188 -7.466
C -16.147 -10.462 -7.677
O -17.039 -9.979 -6.665
O -14.223 -8.837 -7.934
H -14.066 -10.902 -8.071
H -14.343 -10.393 -6.433
H -16.354 -11.510 -7.893
H -16.518 -9.909 -8.540
H -17.041 -10.664 -5.993
H -14.436 -8.812 -8.870

2S+1: 6
Net charge: +1
HOMO (alpha / beta) in eV: -12.067 / -12.069
<S²>: 8.760

=====

[2]
Density functional theory data (the ωB97M-V functional and the def2-TZVPD basis) for a molecular structure, C43H54BILaN9O3.

Cartesian coordinates (Å):
La -0.162 0.422 0.010
C 0.875 -1.452 4.423
C 0.988 0.036 4.575
N 1.529 0.522 5.672
C 1.661 1.854 5.794
C 1.270 2.752 4.825
C 1.530 4.219 5.036
O 2.604 4.727 4.249
C 0.687 2.258 3.643
C 0.315 3.171 2.558
N 0.058 2.811 1.360
C -0.239 3.796 0.378
C -1.020 4.905 0.662
C -1.272 5.865 -0.303
C -0.700 5.687 -1.567
C 0.066 4.579 -1.852
C 0.318 3.546 -0.906
I -2.951 1.755 -0.707
C 0.524 0.866 3.498
O -0.021 0.331 2.466
H 1.701 -1.936 4.945
H 0.873 -1.733 3.372
H -0.060 -1.817 4.857
H 2.125 2.213 6.706
H 1.824 4.380 6.076
H 0.623 4.813 4.856
H 2.533 4.349 3.364
H 0.304 4.244 2.796
H -1.475 4.986 1.645
H -1.923 6.705 -0.093
H -0.882 6.420 -2.347
H 0.475 4.449 -2.847
C -0.576 0.824 -3.979
C 0.152 -0.468 -4.332
C -0.147 -0.867 -5.777
C -0.120 -1.613 -3.387
C -0.680 -2.861 -3.711
C -0.601 -3.584 -2.542
N -0.041 -2.818 -1.600
N 0.254 -1.595 -2.109
B 0.349 -3.363 -0.203
N 1.680 -2.783 0.301
C 2.671 -3.535 0.802
C 3.673 -2.701 1.235
C 3.208 -1.410 0.942
N 1.995 -1.468 0.393
C 4.027 -0.158 1.110
C 3.228 1.075 1.504
C 4.851 0.107 -0.151
N -0.766 -3.201 0.855
C -1.275 -4.193 1.603
C -2.114 -3.636 2.545
C -2.053 -2.253 2.287
N -1.220 -2.009 1.285
C -2.830 -1.152 2.945
C -3.190 -1.494 4.387
C -4.092 -0.853 2.136
H -0.250 1.621 -4.651
H -0.353 1.175 -2.966
H -1.655 0.707 -4.084
H 1.225 -0.254 -4.267
H -1.216 -1.046 -5.919
H 0.390 -1.768 -6.074
H 0.143 -0.059 -6.450
H -1.044 -3.197 -4.665
H -0.882 -4.599 -2.318
H 0.503 -4.559 -0.316
H 2.580 -4.607 0.813
H 4.615 -2.968 1.682
H 4.728 -0.388 1.925
H 2.549 1.395 0.704
H 3.908 1.915 1.669
H 2.664 0.909 2.419
H 4.202 0.340 -0.994
H 5.460 -0.760 -0.415
H 5.509 0.965 -0.005
H -0.992 -5.214 1.414
H -2.692 -4.144 3.297
H -2.188 -0.264 2.943
H -3.916 -2.312 4.425
H -3.643 -0.630 4.877
H -2.315 -1.793 4.965
H -4.767 -1.715 2.163
H -3.860 -0.629 1.096
H -4.621 0.009 2.546
C -5.158 -3.506 -2.803
N -4.167 -3.048 -1.865
C -3.978 -3.816 -0.658
C -3.446 -1.892 -2.040
C -3.767 -1.057 -3.254
O -2.601 -1.560 -1.235
H -5.236 -4.593 -2.730
H -4.873 -3.265 -3.826
H -6.153 -3.084 -2.612
H -3.491 -4.776 -0.867
H -4.941 -4.010 -0.177
H -3.347 -3.252 0.022
H -4.841 -0.959 -3.408
H -3.320 -1.499 -4.146
H -3.339 -0.076 -3.075
C 1.015 2.325 -1.243
C 2.155 2.391 -2.077
C 2.650 1.223 -2.738
C 3.766 1.221 -3.547
C 4.505 2.385 -3.770
C 4.071 3.544 -3.120
C 2.954 3.557 -2.313
H 2.135 0.284 -2.540
H 4.079 0.285 -4.004
H 5.386 2.385 -4.401
H 4.632 4.467 -3.245
H 2.667 4.483 -1.826

Net charge: -2
HOMO in eV: 0.333

=====

Calculated DFT total energy (eV), listed in the same order as above: -113884.433 -74665.344
Calculated ΔE to the lowest compared entry with this formula, charge and spin (kcal/mol), listed in the same order as above: 0.0 15.6